1.
16
Properties=species:S:1:pos:R:3 method="wB97M-V/def2-TZVPD" largest_force_ev_per_a=3.70 total_energy_ha=-322.02006 homo_ev=-8.51 spin_multiplicity=1 orbital_gap_ev=9.31 de_lowest_kj_mol=184.55
C -0.4611 1.1117 1.6168
N 0.9515 0.3647 -0.2321
C 0.5054 -1.1745 -0.2278
C -0.2072 1.0385 0.1475
N 0.8790 -1.7487 -1.4177
C -1.1398 1.3712 -0.7645
N 0.0113 -1.7130 0.7868
H 1.2135 0.6197 -1.1812
H 0.8602 -2.7604 -1.4425
H 1.4536 -1.2159 -2.0508
H 0.3773 -2.6239 1.0444
H 0.4074 1.5550 2.1062
H -0.5893 0.1336 2.0720
H -1.3401 1.7071 1.8412
H -0.9285 1.3700 -1.8219
H -1.9932 1.9649 -0.4765

2.
107
Properties=species:S:1:pos:R:3 method="wB97M-V/def2-TZVPD" largest_force_ev_per_a=2.81 total_energy_ha=-10328.59359 homo_ev="-4.81 / -7.98" spin_multiplicity=6 orbital_gap_ev="4.63 / 7.11" s2=8.8952 de_lowest_kj_mol=161.03
Mn 0.0791 -0.6619 0.4398
C -3.8142 2.7699 -2.0362
As -2.7218 1.1696 -1.5521
C -2.4216 0.5883 -3.4117
C -4.1607 -0.1551 -1.2721
C -5.4568 0.0605 -1.7310
C -6.4597 -0.8736 -1.5471
C -6.1744 -2.0566 -0.8900
C -4.8870 -2.2935 -0.4472
C -3.8688 -1.3598 -0.6232
As -2.0512 -1.8581 0.0532
C -1.8726 -3.5145 -0.9998
C -2.5901 -2.6609 1.7656
H -4.4104 2.6267 -2.9368
H -3.1230 3.5961 -2.2190
H -4.4620 3.0520 -1.2048
H -3.3562 0.6319 -3.9694
H -2.0531 -0.4380 -3.4203
H -1.6905 1.2287 -3.9015
H -5.6957 0.9807 -2.2451
H -7.4589 -0.6816 -1.9120
H -6.9468 -2.7929 -0.7229
H -4.6711 -3.2331 0.0491
H -2.7943 -4.1018 -1.0117
H -1.0664 -4.1137 -0.5709
H -1.6039 -3.2786 -2.0329
H -3.5385 -3.1969 1.7371
H -2.6569 -1.8758 2.5179
H -1.7954 -3.3430 2.0643
C -2.7094 0.5113 6.1166
C -2.0710 1.8056 5.5838
C -0.9116 2.1952 6.5047
C -3.1082 2.9338 5.5995
C -1.6117 1.5340 4.1630
C -2.5616 1.1613 3.1742
C -2.1270 0.6894 1.9609
N -0.8464 0.5768 1.6114
C 0.0876 1.0695 2.4839
C -0.3020 1.5368 3.7656
C 1.4374 1.0103 2.0603
C 2.4857 1.7246 2.6865
C 3.7866 1.6034 2.2679
C 4.0203 0.7631 1.1525
C 2.9598 0.1100 0.5663
N 1.7054 0.1949 0.9922
C 4.9161 2.2558 3.0447
C 4.5656 3.6953 3.4437
C 5.0966 1.4078 4.3154
C 6.2236 2.2841 2.2474
H -2.9787 0.6258 7.1640
H -2.0114 -0.3194 6.0310
H -3.6088 0.2601 5.5601
H -1.2856 2.3980 7.5058
H -0.4131 3.0931 6.1460
H -0.1873 1.3873 6.5798
H -3.4626 3.1042 6.6133
H -3.9650 2.6878 4.9806
H -2.6686 3.8554 5.2273
H -3.6198 1.1981 3.3728
H -2.8677 0.3698 1.2247
H 0.4823 1.8340 4.4402
H 2.2317 2.3779 3.5043
H 5.0039 0.6321 0.7368
H 3.1450 -0.5329 -0.2860
H 3.7205 3.7204 4.1259
H 4.3187 4.2847 2.5636
H 5.4137 4.1574 3.9472
H 4.1719 1.3941 4.8894
H 5.8896 1.8099 4.9424
H 5.3459 0.3810 4.0536
H 6.0615 2.7195 1.2637
H 6.6358 1.2851 2.1298
H 6.9626 2.8889 2.7682
Br -0.2880 -0.6369 -11.2772
C 0.7497 -0.8810 -9.7043
C 2.1258 -0.6748 -9.7504
C 2.8805 -0.8603 -8.6186
C 2.2686 -1.2391 -7.4007
C 0.8683 -1.4673 -7.3929
C 0.1240 -1.2855 -8.5304
N 3.0345 -1.3260 -6.3112
N 2.6675 -1.7382 -5.1665
C 2.1194 -1.1236 -4.1418
C 1.7056 0.2361 -4.1716
C 1.0310 0.8002 -3.1200
C 0.7320 0.0674 -1.9483
O 0.0281 0.5405 -0.9759
C 1.2256 -1.2565 -1.8542
N 1.0091 -1.8767 -0.6710
C 1.4888 -3.1074 -0.5158
C 2.1658 -3.7881 -1.5208
C 2.3800 -3.1770 -2.7447
C 1.9173 -1.8725 -2.9311
H 2.5944 -0.3728 -10.6756
H 3.9493 -0.7101 -8.6396
H 0.3978 -1.7859 -6.4738
H -0.9423 -1.4557 -8.5125
H 1.9225 0.8113 -5.0620
H 0.6950 1.8268 -3.1654
H 1.3302 -3.5664 0.4512
H 2.5382 -4.7825 -1.3310
H 2.9075 -3.6749 -3.5436
C 0.9752 -2.1051 2.9308
O 0.1718 -1.9051 1.8320
H 2.0265 -2.2804 2.6462
H 0.6240 -2.9863 3.4894
H 0.9494 -1.2364 3.6071

3.
13
Properties=species:S:1:pos:R:3 method="wB97M-V/def2-TZVPD" largest_force_ev_per_a=0.47 total_energy_ha=-344.54662 homo_ev=-10.03 spin_multiplicity=1 orbital_gap_ev=10.52 de_lowest_kj_mol=145.16
O 2.2448 -0.9955 -0.0760
C 1.4998 -0.1716 -0.5486
C 0.1683 0.2027 -0.0066
C -0.4533 -0.4029 1.2188
C -0.7481 -1.0250 -0.0937
C -0.3439 1.5427 -0.4339
O -1.0126 2.2673 0.2619
H 1.7059 0.3006 -1.5349
H -1.2473 0.2045 1.6434
H 0.1632 -0.9405 1.9307
H -1.7040 -0.8980 -0.5851
H -0.2148 -1.9442 -0.3183
H -0.0579 1.8599 -1.4576

4.
20
Properties=species:S:1:pos:R:3 method="wB97M-V/def2-TZVPD" largest_force_ev_per_a=6.72 total_energy_ha=-328.19612 homo_ev=-8.91 spin_multiplicity=1 orbital_gap_ev=9.95 de_lowest_kj_mol=322.21
C -0.2945 -1.0181 0.7827
C -0.2279 -1.3981 -0.6291
C 1.2035 -0.8805 -1.3731
O -0.0073 -2.8625 -0.6421
C -0.1729 0.4466 0.9847
N -1.0463 1.3794 0.3135
C -0.4145 2.7009 0.6646
H -1.2444 -1.3555 1.1815
H 0.4696 -1.5853 1.2959
H -1.1080 -1.3399 -1.1794
H 1.2064 0.1960 -1.5628
H 0.9226 -1.3358 -2.3680
H 2.2249 -1.2679 -1.3003
H 0.6015 -3.2979 -1.3838
H 0.8774 0.5718 0.6918
H -0.1441 0.7828 2.0765
H -2.0497 1.1918 0.5794
H 0.0615 2.8540 1.6010
H 0.3561 2.8338 -0.2194
H -1.2136 3.3843 0.4865

5.
80
Properties=species:S:1:pos:R:3 method="wB97M-V/def2-TZVPD" largest_force_ev_per_a=0.89 charge=+3 total_energy_ha=-2011.90897 homo_ev=-18.32 spin_multiplicity=1 orbital_gap_ev=7.31 de_lowest_kj_mol=26.70
Ta 0.3022 0.4641 -0.3399
C -2.8212 -3.4142 1.5885
C -2.4883 -2.3572 0.6054
C -3.2860 -1.7973 -0.4089
C -2.5261 -0.8485 -1.0439
N -1.2909 -0.8349 -0.4598
N -1.2861 -1.7605 0.5579
B 0.0016 -1.8933 1.3722
N 1.1649 -2.1344 0.3713
N 1.5164 -1.1190 -0.5255
C 2.5225 -1.6489 -1.3519
C 2.7636 -2.9270 -0.9450
C 1.9004 -3.2107 0.1290
C 1.7724 -4.4733 0.8911
C 3.1614 -0.9101 -2.4990
C 4.1559 -1.8513 -3.1913
C 2.0839 -0.5416 -3.5358
C 3.9372 0.3092 -1.9726
N 0.2947 -0.4740 2.0231
N -0.3846 0.6740 1.5678
C -0.5890 1.5050 2.6264
C 0.0387 0.9377 3.7255
C 0.5864 -0.2730 3.3369
C 1.2880 -1.2915 4.1474
C -1.4729 2.7238 2.6010
C -2.4225 2.6006 3.8081
C -0.6543 4.0066 2.7684
C -2.3188 2.7329 1.3239
C -2.7813 0.1018 -2.1741
C -4.0534 0.9148 -1.9267
C -2.8876 -0.6996 -3.4901
C -1.5761 1.0290 -2.2559
H -3.8478 -3.7419 1.4492
H -2.7098 -3.0429 2.6080
H -2.1648 -4.2778 1.4716
H -4.3070 -2.0658 -0.6255
H -0.0486 -2.7619 2.1723
H 3.4843 -3.6132 -1.3549
H 2.5996 -5.1360 0.6516
H 0.8415 -4.9775 0.6206
H 1.7553 -4.2938 1.9652
H 3.6608 -2.7209 -3.6248
H 4.9377 -2.1872 -2.5098
H 4.6443 -1.3122 -4.0030
H 1.5602 -1.4346 -3.8808
H 2.5633 -0.0883 -4.4036
H 1.3562 0.1817 -3.1719
H 4.8744 -0.0071 -1.5153
H 3.3802 0.8569 -1.2155
H 4.1748 0.9794 -2.8000
H 0.0637 1.3405 4.7248
H 1.5775 -0.8634 5.1039
H 2.1793 -1.6578 3.6380
H 0.6306 -2.1412 4.3436
H -1.8791 2.6579 4.7510
H -2.9957 1.6728 3.7852
H -3.1253 3.4333 3.7801
H -0.1504 4.0311 3.7347
H -1.3378 4.8565 2.7298
H 0.0798 4.1493 1.9853
H -2.9811 1.8670 1.2752
H -1.6862 2.7868 0.4349
H -2.9311 3.6349 1.3035
H -4.9212 0.2578 -1.8788
H -4.2116 1.6103 -2.7511
H -4.0007 1.4852 -0.9977
H -3.7293 -1.3895 -3.4436
H -1.9821 -1.2779 -3.6856
H -3.0555 -0.0248 -4.3300
H -1.5124 1.6846 -1.3570
H -1.5845 1.7318 -3.0929
H -0.6637 0.4221 -2.4747
C 2.8156 3.7909 -1.1528
S 1.5102 2.8430 -0.5081
O 0.3166 3.5754 -0.2603
O 1.0808 1.7482 -1.5824
O 1.9359 1.9141 0.5632
H 3.6703 3.1526 -1.3673
H 3.0529 4.5286 -0.3813
H 2.4292 4.2837 -2.0463

6.
12
Properties=species:S:1:pos:R:3 method="wB97M-V/def2-TZVPD" largest_force_ev_per_a=1.53 total_energy_ha=-305.74519 homo_ev=-11.09 spin_multiplicity=1 orbital_gap_ev=11.48 de_lowest_kj_mol=89.30
O -9.1540 -26.4000 4.2160
H -10.0640 -26.1590 4.1760
H -9.0840 -26.3880 5.1680
O -9.1900 -23.9340 7.3130
H -9.1860 -23.5120 6.4160
H -9.1930 -24.8890 7.1290
O -8.6920 -26.6920 6.8830
H -9.0140 -26.9980 7.7360
H -7.8850 -27.1770 6.6650
O -5.6950 -26.2380 7.4380
H -6.1550 -25.6770 8.0460
H -4.8700 -26.5680 7.8370

7.
76
Properties=species:S:1:pos:R:3 method="wB97M-V/def2-TZVPD" largest_force_ev_per_a=9.76 charge=+1 total_energy_ha=-2698.21997 homo_ev=-11.14 spin_multiplicity=1 orbital_gap_ev=7.32
C 4.1981 4.5471 -0.9453
C 4.6536 3.2832 -0.0058
N 3.5742 2.7327 0.8996
N 2.3408 2.6343 0.2751
C 1.9274 2.0175 -0.8798
Cl 2.9919 1.0649 -2.0606
C 0.3523 2.0521 -1.3570
C 0.4416 3.0535 -2.6930
C -0.4138 0.6111 -1.5129
C -1.4947 0.5299 -2.7470
N -2.3491 -0.7446 -2.5828
N -2.5074 1.6830 -2.7261
N -0.8018 0.3760 -4.0985
C -0.1709 3.1063 -0.2056
C -1.7123 3.0150 0.3473
C -2.7548 4.0920 -0.3168
O -3.9534 3.7188 -0.8361
Cl -2.3718 5.9071 -0.3490
C 1.0687 3.2356 0.9092
S 1.0736 5.0460 1.3901
C 0.9060 2.2537 2.2344
N 1.3322 2.8963 3.5360
C 1.6487 1.7107 4.4710
H 5.1906 5.1163 -1.2851
H 3.7294 4.1198 -1.9543
H 3.4992 5.3270 -0.4232
H 5.5456 3.6443 0.7007
H 5.0795 2.3599 -0.6277
H 3.4769 3.4607 1.6694
H 0.7939 2.4282 -3.6186
H 1.3333 3.8036 -2.4422
H -0.5698 3.6296 -2.8622
H 0.3642 -0.2739 -1.6834
H -1.0081 0.3181 -0.5244
H -1.7274 -1.5940 -2.6425
H -2.8918 -0.7743 -3.4981
H -2.6409 2.0909 -3.6770
H -3.4125 1.3700 -2.2947
H -0.4633 -0.5996 -4.2520
H -1.4135 0.7131 -4.8767
H -0.1535 4.1333 -0.7662
H -2.2086 1.9580 0.2697
H -1.6619 3.2675 1.5117
H 0.3962 5.8506 0.4603
H -0.2042 1.8708 2.3971
H 1.5380 1.2674 2.0058
H 2.2437 3.3995 3.4663
H 2.1273 2.1123 5.4880
H 0.6498 1.1254 4.6723
H 2.4802 1.0539 3.9624
C 2.3835 -3.6517 0.5414
C 1.5730 -4.6261 -0.2737
C 0.3513 -3.8055 -0.6255
O 0.7768 -2.4381 -0.7036
C 2.0999 -2.3406 -0.1585
H 3.4490 -3.8918 0.5815
H 2.0002 -3.6178 1.5682
H 2.1202 -4.8914 -1.1860
H 1.3285 -5.5486 0.2589
H -0.4121 -3.8738 0.1568
H -0.0963 -4.1068 -1.5770
H 2.7929 -2.1776 -0.9911
H 2.1582 -1.4828 0.5171
C -3.6173 -6.1488 2.6225
C -4.7925 -5.6844 1.8016
C -4.1478 -4.6923 0.8583
O -2.8008 -5.1363 0.6445
C -2.5027 -6.1641 1.5995
H -3.7710 -7.1198 3.1000
H -3.3968 -5.4125 3.4046
H -5.2040 -6.5270 1.2334
H -5.5986 -5.2464 2.3957
H -4.1035 -3.6923 1.3026
H -4.6699 -4.6253 -0.1005
H -2.4698 -7.1187 1.0632
H -1.5213 -5.9801 2.0450

8.
14
Properties=species:S:1:pos:R:3 method="wB97M-V/def2-TZVPD" largest_force_ev_per_a=5.65 charge=-1 total_energy_ha=-531.74454 homo_ev=-4.19 spin_multiplicity=1 orbital_gap_ev=7.85 de_lowest_kj_mol=330.25
C 0.2601 0.0884 0.0360
H -1.6170 0.0619 0.9293
F 0.4982 -1.1755 1.6112
C -1.2420 -0.0991 -0.1047
H -1.6652 0.6849 -0.7479
N 1.1407 -0.6305 -0.7633
H 2.0940 -0.2610 -0.5129
H 0.9008 -0.5965 -1.7464
N 0.7589 1.2937 0.8897
O -0.0819 1.8754 1.6252
O 1.9970 1.2148 1.1172
C -1.5773 -1.4013 -0.6810
N -1.8594 -2.4114 -1.1693
H 0.3933 1.3563 -0.4831

9.
21
Properties=species:S:1:pos:R:3 method="wB97M-V/def2-TZVPD" largest_force_ev_per_a=4.09 total_energy_ha=-478.44867 homo_ev=-8.69 spin_multiplicity=1 orbital_gap_ev=9.08 de_lowest_kj_mol=388.88
C 1.2808 1.0917 -1.1351
C 1.9012 0.5456 1.4992
C 1.0425 0.7053 0.3056
C 0.1473 1.5122 -0.2806
H 2.0170 1.8446 -1.4025
H 1.1630 0.3000 -1.8731
H -0.7215 2.1281 -0.1952
H 2.3476 -0.4499 1.4917
H 1.3322 0.6724 2.4196
H 2.7186 1.2678 1.4788
C -0.7953 -1.3193 1.3692
C -1.7343 -0.2254 -0.7257
C -0.4061 -0.9379 -0.0424
N -1.7147 -0.4114 -2.0570
O -2.6308 0.2998 -0.0973
O 0.2271 -1.6785 -0.7975
H -2.4930 -0.1140 -2.6220
H -0.9686 -0.9791 -2.4329
H -1.1432 -0.4384 1.9026
H -1.6201 -2.0290 1.3242
H 0.0502 -1.7847 1.8704

10.
8
Properties=species:S:1:pos:R:3 method="wB97M-V/def2-TZVPD" largest_force_ev_per_a=3.06 charge=-1 total_energy_ha=-829.51944 homo_ev="-4.15 / -4.15" spin_multiplicity=1 orbital_gap_ev="7.21 / 7.21" de_lowest_kj_mol=204.63
C -0.2279 0.0138 0.1343
O -2.5304 2.3293 -0.7812
O -2.5684 1.6940 1.7179
P -2.4537 1.3297 0.2966
I -3.8861 -0.5765 -0.1920
H 0.3798 0.7283 -0.3260
H -0.0133 -0.0284 1.1947
H -0.0532 -1.0223 -0.3823

11.
17
Properties=species:S:1:pos:R:3 method="wB97M-V/def2-TZVPD" largest_force_ev_per_a=4.82 total_energy_ha=-346.80967 homo_ev=-8.59 spin_multiplicity=1 orbital_gap_ev=9.42 de_lowest_kj_mol=566.49
O -1.9577 0.9080 -0.5663
C -0.7782 1.4055 -1.1707
C 0.3847 1.0412 -0.2734
C 0.5031 -0.4813 -0.0229
C 1.6097 -0.9030 0.9761
O 0.6015 -1.4635 1.8673
C -0.3889 -1.2549 0.9438
H -2.6818 1.0118 -1.1924
H -0.8394 2.4971 -1.3028
H -0.6178 0.9478 -2.1553
H 0.2801 1.6203 0.6669
H 1.3050 1.4259 -0.7400
H 0.0751 -1.4941 -0.5472
H 2.1742 -0.1155 1.5042
H 2.3103 -1.6804 0.6483
H -0.5769 -2.4358 0.1135
H -1.4030 -1.0294 1.2509

12.
14
Properties=species:S:1:pos:R:3 method="wB97M-V/def2-TZVPD" largest_force_ev_per_a=3.41 charge=+2 total_energy_ha=-207.58965 homo_ev="-19.26 / -18.91" spin_multiplicity=2 orbital_gap_ev="11.20 / 4.49" s2=0.7561 de_lowest_kj_mol=103.24
N -0.8233 2.3073 -0.4793
H -0.4252 2.5898 -1.3753
H -0.6280 0.2697 -0.2006
H -1.6755 2.8596 -0.3856
H -0.1816 2.6950 0.2149
N 0.6232 -1.3794 1.5229
C 0.8445 -1.3092 0.1585
N -0.3407 -0.6330 -0.6476
H -0.1573 -1.8871 1.9534
H 1.2690 -0.9526 2.2012
H 0.9967 -2.2932 -0.2923
H 1.6253 -0.7131 -0.2821
H 0.0984 -0.4261 -1.5512
H -1.2253 -1.1276 -0.8370